The following is a DFT calculation (the ωB97M-V functional and the def2-TZVPD basis) of a 2-piece molecular cluster, C3H7OS overall.

Properties
Energy relative to the best compared isomer or geometry (same formula, charge and spin) = 60.2 kJ/mol
E_HOMO = -0.1073 Ha
E_tot = -591.94535 Eh
Gap between HOMO and LUMO = 7.106 eV
Total charge = -1
Strongest force on any atom = 0.6 eV Å⁻¹
LUMO level = 4.187 eV

Atoms and positions in Å:
C (1.51384, -1.44953, -0.94902)
S (1.54946, 0.21648, -1.73396)
H (2.52842, -1.81207, -0.77640)
H (0.96820, -1.38561, -0.00781)
H (1.02946, -2.15414, -1.62616)
C (-1.55795, 0.90978, 1.66873)
C (-0.86378, 1.11449, 0.54097)
O (-1.22644, 0.69995, -0.67120)
H (-1.19725, 1.35180, 2.58538)
H (-2.48230, 0.34689, 1.65441)
H (0.10724, 1.60706, 0.55745)
H (-0.36891, 0.55489, -1.24238)

Force components x, y, z for each atom (eV/Å):
C 0.03 0.48 -0.42
S 0.05 -0.12 -0.07
H 0.00 0.02 0.16
H 0.01 -0.25 0.06
H -0.12 -0.10 0.16
C 0.03 0.23 -0.41
C 0.25 -0.20 0.10
O 0.02 -0.35 -0.31
H -0.03 -0.10 0.10
H -0.05 0.06 0.08
H 0.01 0.08 0.11
H -0.20 0.26 0.45

These are the Mulliken partial charges, in e, on atoms 1 to 5:
1 C -0.6769
2 S -0.6719
3 H 0.2284
4 H 0.1927
5 H 0.1880